# C23H43Cl16NO3

A cluster of 9 separate species, C23H43Cl16NO3 in total (wB97M-V/def2-TZVPD, OMol25).

## Properties
* structure (SMILES): O=C(O)CC[C@H]1CCC(=O)N1.ClCCCl.ClCCCl.ClCCCl.ClCCCl.ClCCCl.ClCCCl.ClCCCl.ClCCCl
* LUMO level: 0.254 eV

Each line ends with the Mulliken charge.
Geometry (Å):
O: 2.8549 -2.1169 0.3486  -0.488
C: 2.9109 -2.6387 -0.6780  0.353
O: 4.0019 -2.5432 -1.4628  -0.530
C: 1.8255 -3.4363 -1.2185  -0.502
C: 1.0202 -2.5858 -2.1904  -1.294
C: -0.4675 -2.7520 -2.0763  0.207
C: -0.9647 -2.7066 -0.6440  -0.988
C: -2.1369 -1.7504 -0.6900  -0.506
C: -1.5682 -0.7716 -1.6422  0.157
O: -1.4840 0.3899 -1.5613  -0.634
N: -1.1112 -1.5600 -2.6507  -0.154
H: 3.7452 -2.0738 -2.2579  0.341
H: 2.2069 -4.2822 -1.7406  0.356
H: 1.2536 -3.7798 -0.3917  0.391
H: 1.3223 -2.7979 -3.1839  0.637
H: 1.2249 -1.5621 -1.9866  0.560
H: -0.7743 -3.6122 -2.6283  0.435
H: -0.1946 -2.1490 -0.1497  0.397
H: -1.0786 -3.6096 -0.1013  0.469
H: -2.3518 -1.4083 0.2912  0.391
H: -2.9826 -2.2098 -1.1434  0.166
H: -0.5523 -1.0384 -3.3089  0.239
Cl: 2.2761 0.0304 -4.0435  -0.108
C: 2.1728 1.5356 -4.9925  -0.027
C: 1.1252 2.4645 -4.4484  -0.558
Cl: -0.5204 1.8133 -4.6734  -0.145
H: 1.9670 1.2619 -6.0230  0.222
H: 3.1501 2.0104 -4.9470  -0.112
H: 1.1717 3.4142 -4.9766  0.367
H: 1.2646 2.6504 -3.3878  0.342
Cl: -5.8592 -2.7759 0.0778  -0.199
C: -6.7796 -1.2422 0.0763  -0.072
C: -5.9630 0.0285 0.1161  -0.445
Cl: -5.1384 0.2970 1.6804  -0.214
H: -7.4548 -1.2800 0.9248  -0.107
H: -7.3662 -1.2592 -0.8397  0.367
H: -6.6360 0.8726 -0.0172  0.360
H: -5.2114 0.0581 -0.6684  0.291
Cl: -9.6479 -1.4945 2.2348  -0.217
C: -9.1669 -3.0265 3.0156  -0.444
C: -9.8015 -3.1949 4.3685  -0.444
Cl: -9.1704 -2.0274 5.5561  -0.178
H: -8.0828 -3.0417 3.0802  0.336
H: -9.4861 -3.8317 2.3580  0.325
H: -9.5814 -4.1894 4.7500  0.310
H: -10.8787 -3.0710 4.3181  0.316
Cl: 2.9976 3.2366 4.5291  -0.188
C: 4.0002 2.0715 3.6329  -0.405
C: 3.9632 0.7030 4.2486  -0.463
Cl: 4.7768 0.6529 5.8399  -0.145
H: 5.0127 2.4628 3.5944  0.327
H: 3.6091 2.0237 2.6261  0.286
H: 4.4845 0.0000 3.6049  0.270
H: 2.9439 0.3580 4.3865  0.318
Cl: -1.8000 2.0451 4.0186  -0.193
C: -2.6564 3.1223 2.8858  -0.191
C: -2.9523 4.4636 3.4964  -0.404
Cl: -4.1680 4.3609 4.7974  -0.191
H: -3.5657 2.6231 2.5650  0.113
H: -2.0091 3.2483 2.0203  0.267
H: -3.3574 5.1266 2.7351  0.291
H: -2.0570 4.9157 3.9118  0.325
Cl: 7.9800 -1.5756 9.5661  -0.190
C: 6.8330 -0.2108 9.5417  -0.172
C: 7.5288 1.1191 9.6303  -0.425
Cl: 8.2836 1.3812 11.2248  -0.189
H: 6.1334 -0.3475 10.3601  0.326
H: 6.2858 -0.2725 8.6032  0.041
H: 6.8046 1.9178 9.4860  0.286
H: 8.3031 1.2107 8.8754  0.323
Cl: 5.6201 3.7923 -5.4102  -0.193
C: 6.8557 3.1018 -4.3217  -0.395
C: 6.6370 1.6337 -4.0839  -0.574
Cl: 5.1610 1.3266 -3.1325  -0.129
H: 6.8323 3.6618 -3.3925  0.303
H: 7.8212 3.2564 -4.7975  0.310
H: 7.4722 1.2241 -3.5203  0.385
H: 6.5497 1.0896 -5.0194  0.294
Cl: -0.9381 -1.6947 -7.4516  -0.179
C: -1.0750 -0.2038 -8.4198  -0.442
C: -2.1378 0.7200 -7.8935  -0.120
Cl: -3.7792 0.0607 -8.1188  -0.194
H: -1.2703 -0.4888 -9.4489  0.370
H: -0.1086 0.2941 -8.3741  0.252
H: -2.0999 1.6654 -8.4306  0.314
H: -1.9970 0.9161 -6.8374  0.009

Atoms 1-3, force components in eV/Å:
0.09 2.08 4.28
0.29 -1.36 -2.22
1.17 0.39 -0.48

---

# C23H43ClGaN3O4Si

A structure of composition C23H43ClGaN3O4Si (wB97M-V/def2-TZVPD, OMol25).

## Properties
* energy above the lowest of the compared OMol25 structures with the same formula, charge and spin: 11.9 kcal/mol
* LUMO level (alpha / beta): 0.047 / -0.028 eV

Each line ends with the Mulliken charge.
Geometry (Å):
O: -0.9706 3.8034 -1.7649  -0.442
C: -0.1846 2.8023 -1.9734  0.405
C: 0.1865 2.5846 -3.3707  0.527
C: 1.5867 2.6078 -3.6825  -0.527
H: 2.2626 2.7527 -2.8649  0.523
C: 1.9431 2.5269 -5.0124  -0.518
H: 3.0232 2.5383 -5.2733  0.313
C: 0.9639 2.4348 -6.0074  -0.665
H: 1.2718 2.3707 -7.0568  0.341
C: -0.4111 2.3228 -5.6708  -0.630
H: -1.1437 2.1629 -6.4337  0.437
C: -0.7971 2.4021 -4.3366  -0.323
H: -1.8556 2.3261 -4.0133  0.354
H: 0.5753 2.5402 -1.1884  -0.291
C: -0.8822 -0.2625 -2.4659  -1.013
C: -1.1018 0.4646 -1.1163  2.434
H: -1.3355 0.2775 -3.3837  0.211
H: -1.4316 -1.2638 -2.4540  0.265
H: 0.1907 -0.4019 -2.7268  -0.054
C: -2.3283 1.0324 -0.7556  -1.153
C: -3.6552 0.9780 -1.5448  -1.453
H: -2.3976 1.5711 0.2110  0.189
H: -3.6717 1.4902 -2.5902  0.114
H: -4.5094 1.4723 -0.9889  0.343
H: -3.9128 -0.1361 -1.6459  0.253
Ga: -0.9935 -0.8486 0.1233  -0.519
Cl: -3.0660 -1.4903 0.7310  -0.438
C: -0.7928 -0.4639 2.9692  0.036
O: -0.2915 -1.0554 2.0134  -0.469
N: -0.3389 -0.6871 4.2113  0.207
C: 0.5868 -1.7744 4.4869  -0.786
C: -0.9305 -0.0003 5.3400  -0.897
H: -1.6109 0.2537 2.8875  0.571
H: 1.5062 -1.6558 3.9011  0.235
H: 0.1327 -2.7481 4.2535  0.270
H: 0.8061 -1.7222 5.5662  0.334
H: -1.0607 1.0896 5.1327  0.321
H: -0.2750 -0.1201 6.2231  0.283
H: -1.9432 -0.3923 5.6021  0.334
H: 4.8951 1.1468 -0.2568  0.261
H: 3.7091 1.8922 1.3101  0.360
C: 4.1330 0.6990 -0.8962  -0.853
C: 2.7219 1.5118 1.0605  -0.706
N: 2.8819 0.7041 -0.1584  0.398
H: 4.3977 -0.3555 -1.1517  0.333
C: 1.8982 -0.0682 -0.5936  -0.419
O: 0.8628 -0.1744 0.1405  0.270
H: 2.3126 0.9097 1.8870  0.132
H: 2.0332 -0.6171 -1.5628  0.182
H: 4.0200 1.2645 -1.8478  0.282
H: 2.0430 2.3709 0.8783  0.121
H: -0.1794 -4.9141 0.8861  0.275
H: 2.3131 -5.4461 -1.2038  0.350
C: -0.3961 -5.3538 -0.1058  -0.853
C: 1.4107 -5.3694 -1.8498  -0.982
N: 0.3312 -4.6440 -1.1564  0.212
H: -1.4703 -5.2846 -0.2858  0.263
C: 0.2900 -3.3274 -1.1513  0.474
O: -0.3606 -2.7012 -0.2150  -0.686
H: 1.6921 -4.8591 -2.7937  0.350
H: 0.8371 -2.8001 -1.9425  0.211
H: -0.0941 -6.4082 -0.1421  0.383
H: 1.0920 -6.4065 -2.1043  0.323
C: -0.1824 6.2052 -0.6452  -1.192
Si: -1.1367 4.6442 -0.3241  0.663
C: -0.4653 3.6002 1.0559  -0.526
C: -3.0032 4.8921 -0.2112  -1.148
H: 0.8507 5.9769 -0.9148  0.262
H: -0.1829 6.8630 0.2279  0.366
H: -0.6318 6.7321 -1.4911  0.301
H: -1.1228 3.6754 1.9335  0.421
H: -0.3879 2.5423 0.7723  -0.252
H: 0.5289 3.9538 1.3615  0.325
H: -3.3734 4.6562 0.7948  0.336
H: -3.2434 5.9345 -0.4326  0.396
H: -3.5193 4.2652 -0.9567  0.248

Atoms 1-3, force components in eV/Å:
-3.09 2.15 1.51
4.37 -2.80 -1.50
1.00 0.23 2.56

---

# C23H43N2OP3RhS

A structure of composition C23H43N2OP3RhS (wB97M-V/def2-TZVPD, OMol25).

## Properties
* energy above the lowest of the compared OMol25 structures with the same formula, charge and spin: 21.1 kcal/mol
* net charge: +3
* 2S+1: 5
* LUMO level (alpha / beta): -7.592 / -11.544 eV

Each line ends with the Mulliken charge.
Geometry (Å):
Rh: -0.3635 -0.1481 0.5693  0.275
P: -1.7441 1.6950 0.7461  0.890
P: -2.0379 -1.4814 1.6443  1.386
P: 1.2382 0.9561 -0.6330  1.823
H: -1.3295 -2.2567 -0.9727  0.274
C: -0.3569 -1.7521 -0.9718  -0.801
C: 0.5866 -2.0654 0.0475  -0.500
H: 0.3231 -2.8228 0.7886  0.443
C: -2.8511 1.6891 -0.7108  -1.239
C: -2.8943 1.8602 2.1747  -1.141
C: -0.9979 3.3794 0.8064  -1.281
C: -1.8166 -3.3057 1.7735  -1.552
C: -2.4057 -1.1833 3.4257  -1.400
C: -3.6619 -1.4672 0.7800  -1.425
C: 2.6324 -0.0413 -1.2957  -1.705
C: 2.1776 2.2336 0.2839  -1.498
C: 0.4771 1.7351 -2.1060  -1.484
H: 0.0374 -1.4365 -1.9470  0.128
H: 1.6464 -1.9851 -0.2096  0.395
H: -3.4960 2.5740 -0.6484  0.466
H: -3.4768 0.7883 -0.7156  0.302
H: -2.2741 1.7298 -1.6416  0.255
H: -3.4822 2.7757 2.0141  0.592
H: -2.3368 1.9813 3.1132  0.253
H: -3.5800 1.0090 2.2550  0.371
H: -1.8274 4.1011 0.8478  0.600
H: -0.3798 3.6082 -0.0688  0.416
H: -0.4032 3.5051 1.7215  0.303
H: -2.7552 -3.7390 2.1472  0.525
H: -1.0160 -3.5295 2.4880  0.397
H: -1.5831 -3.7613 0.8063  0.433
H: -3.3899 -1.6204 3.6551  0.446
H: -2.4144 -0.1239 3.6934  0.270
H: -1.6352 -1.6827 4.0291  0.395
H: -4.2412 -2.3123 1.1766  0.515
H: -3.5146 -1.6209 -0.2959  0.315
H: -4.2279 -0.5429 0.9330  0.366
H: 3.2951 0.5616 -1.9306  0.506
H: 2.2888 -0.8879 -1.9011  0.360
H: 3.2185 -0.4274 -0.4547  0.417
H: 2.8485 2.7675 -0.4037  0.499
H: 2.7852 1.7371 1.0512  0.367
H: 1.5215 2.9584 0.7737  0.285
H: 1.2569 2.1152 -2.7756  0.687
H: -0.1859 2.5636 -1.8460  0.191
H: -0.1116 0.9875 -2.6511  0.075
C: 1.8140 -1.0923 -6.0025  0.775
C: 1.2273 -0.6678 -7.2109  -0.278
C: 1.1360 -1.5720 -8.2754  -0.507
C: 1.6980 -2.8486 -8.1795  -0.299
C: 2.4421 -3.1893 -7.0467  -0.554
C: 2.5557 -2.2952 -5.9914  -0.403
S: 1.7401 -0.2338 -4.4898  -0.091
H: 0.7015 0.6811 -4.4624  0.320
H: 0.8575 0.3532 -7.2854  0.421
H: 0.6175 -1.2804 -9.1871  0.410
H: 1.5670 -3.5702 -8.9874  0.436
H: 2.9296 -4.1576 -6.9799  0.412
H: 3.1813 -2.5223 -5.1292  0.408
N: 1.1066 2.6455 6.5891  -0.328
C: 0.5568 2.4551 5.3624  0.340
O: -0.2651 3.2459 4.8957  -0.269
C: 1.0009 1.2397 4.6033  0.613
C: 1.8774 0.2441 5.0599  -0.609
C: 2.1237 -0.8553 4.2457  -1.207
C: 1.4933 -0.9308 2.9953  -1.022
N: 0.6600 0.0187 2.5525  1.327
C: 0.4311 1.0842 3.3340  0.147
H: 0.8075 3.4600 7.1118  0.252
H: 1.6885 1.9665 7.0468  0.155
H: 2.3422 0.3337 6.0395  0.330
H: 2.7648 -1.6808 4.5505  0.472
H: 1.6494 -1.7837 2.3400  0.358
H: -0.2475 1.8346 2.9353  -0.803

Atoms 1-3, force components in eV/Å:
-0.71 -1.04 0.20
-0.18 0.94 0.72
-0.75 -0.44 0.73

---

Electronic energy? In order: -232541.71518; -109980.77145; -71258.50752 eV.